No. 1
Here is a molecular structure, C18H32N3OPSiW from the OMol25 dataset. Energies are from ωB97M-V/def2-TZVPD.

Each line ends with the natural charge from an NBO analysis.
Positions of all 57 atoms, in Å:
W -0.313 0.117 -0.532  1.1319
Si -2.661 -0.199 -1.144  0.6021
P -0.337 -1.627 1.018  1.0852
N 0.339 -0.680 -2.005  -0.5291
H -0.471 0.125 1.654  -0.1197
C 1.180 -1.937 1.939  -0.9428
H 1.105 -2.916 2.435  0.2827
H 1.335 -1.174 2.706  0.2435
H 2.045 -1.919 1.264  0.2639
C -1.717 -1.978 2.153  -0.9363
H -1.401 -2.764 2.852  0.2756
H -2.608 -2.293 1.601  0.2761
H -1.964 -1.076 2.724  0.2515
C -0.421 -3.080 -0.099  -0.9848
H -0.362 -3.995 0.509  0.2507
H 0.409 -3.079 -0.815  0.2559
H -1.352 -3.101 -0.672  0.2636
C -4.082 0.097 0.074  -1.0577
H -4.312 1.171 0.087  0.2503
H -3.837 -0.240 1.087  0.2344
H -4.956 -0.457 -0.300  0.2763
H -2.927 0.764 -2.255  -0.0968
H -2.964 -1.561 -1.689  -0.1027
C 0.964 -1.102 -3.140  0.1084
C 3.027 -1.489 -4.358  -0.1843
C 2.376 -1.160 -3.174  -0.2203
C 0.217 -1.415 -4.311  -0.1976
C 0.886 -1.752 -5.483  -0.1900
C 2.286 -1.788 -5.508  -0.1590
H 4.115 -1.508 -4.391  0.2392
H 2.931 -0.925 -2.258  0.2049
H -0.878 -1.366 -4.254  0.2318
H 0.314 -1.977 -6.382  0.2455
H 2.802 -2.033 -6.436  0.2434
C -0.829 1.160 3.226  0.6261
O -1.687 1.721 2.473  -0.6247
C 0.652 1.413 3.179  -0.7357
H 1.031 1.596 4.201  0.2736
H 0.896 2.269 2.535  0.2326
H 1.224 0.545 2.815  0.2339
C -1.332 0.543 4.506  -0.7405
H -0.644 -0.211 4.912  0.2367
H -2.335 0.122 4.381  0.2511
H -1.435 1.342 5.259  0.2928
N -1.004 2.188 -0.053  -0.8842
C 0.342 2.626 0.018  0.3782
C 0.787 3.923 0.035  -0.2357
C 2.169 4.116 -0.074  -0.0745
C 3.014 3.000 -0.104  -0.2236
C 2.500 1.715 -0.078  0.0809
N 1.135 1.548 -0.061  -0.5495
H -1.493 2.200 0.891  0.4872
H -1.579 2.733 -0.701  0.4413
H 0.061 4.732 0.118  0.2673
H 2.586 5.117 -0.129  0.2661
H 4.092 3.123 -0.159  0.2682
H 3.080 0.796 -0.086  0.2364

Properties
- LUMO energy (spin up / spin down): -0.319 / -0.319 Ha
- Spin multiplicity: 1
- Kohn-Sham gap (spin up / spin down): 5.3 / 5.2 eV
- Net charge: +2

=====

No. 2
Here is a molecular structure, C18H32N6O2 from the OMol25 dataset. Energies are from ωB97M-V/def2-TZVPD.

Each line ends with the natural charge from an NBO analysis.
Positions of all 58 atoms, in Å:
C -2.517 -2.194 0.687  -0.3865
N -1.035 -2.058 0.212  -0.4392
C -0.008 -2.484 0.925  0.7911
O -0.195 -3.072 2.036  -0.6625
N 1.019 -2.656 0.056  -0.4553
C 0.688 -2.035 -1.051  0.1297
N 1.194 -0.755 -1.167  -0.5108
C 0.291 0.321 -1.708  0.8258
O 0.422 1.480 -1.991  -0.6184
N -0.869 -0.370 -1.482  -0.4833
C -2.199 0.563 -1.702  -0.0011
N -2.965 0.775 -0.602  -0.5387
C -2.079 1.382 0.258  -0.2425
C -2.801 1.823 1.740  -0.3866
C -4.229 2.285 1.345  -0.3619
C -5.039 1.365 0.626  -0.4322
C -4.133 1.079 -0.737  -0.0639
H -4.728 0.508 -1.389  0.2047
H -3.975 2.329 -1.353  -0.0154
H -5.980 1.859 0.386  0.2293
H -5.155 0.409 0.862  0.2065
H -4.879 2.467 2.573  0.1533
H -4.147 3.420 1.107  0.2372
H -2.304 2.448 2.519  0.2273
H -2.900 0.933 1.950  0.1658
H -1.037 1.138 0.529  0.2480
H -1.938 2.363 -0.108  0.1821
H -1.831 1.435 -2.318  0.2473
H -2.866 -0.307 -2.229  0.1868
C -0.757 -1.752 -1.054  0.1353
H -1.336 -2.217 -1.905  0.1972
C 2.687 -0.368 -1.504  -0.0287
N 3.255 0.600 -0.368  -0.4639
C 2.643 0.264 0.919  -0.2351
C 3.526 1.023 1.967  -0.3797
C 3.719 2.773 1.663  -0.3459
C 4.207 2.721 0.022  -0.4407
C 3.252 1.987 -0.494  -0.1975
H 3.615 2.088 -1.764  0.1627
H 2.136 2.545 -0.640  0.2037
H 4.305 3.689 0.067  0.2324
H 5.045 2.365 0.357  0.2197
H 4.260 3.023 2.352  0.1579
H 2.647 2.903 1.743  0.1814
H 3.036 1.013 2.890  0.1881
H 4.705 0.567 1.924  0.1817
H 2.684 -0.781 1.212  0.1988
H 1.779 0.667 1.041  0.1634
H 2.993 0.152 -2.470  0.2268
H 3.078 -1.250 -1.208  0.1813
H 1.136 -2.596 -1.924  0.1753
C 2.135 -3.299 0.449  -0.4312
H 2.112 -3.714 1.383  0.2569
H 2.255 -4.227 -0.144  0.1993
H 3.166 -2.855 0.641  0.1983
H -3.038 -1.143 0.687  0.2093
H -2.600 -2.563 1.577  0.2152
H -3.139 -2.955 0.048  0.2011

Properties
- LUMO energy: 0.021 Ha
- Spin multiplicity: 1
- Kohn-Sham gap: 8.9 eV
- Energy above the lowest of the compared OMol25 structures with the same formula, charge and spin: 1959.9 kJ/mol
- Net charge: 0

=====

No. 3
Here is a molecular structure, C18H32N8PtS2 from the OMol25 dataset. Energies are from ωB97M-V/def2-TZVPD.

Each line ends with the natural charge from an NBO analysis.
Positions of all 61 atoms, in Å:
Pt 0.241 0.225 0.126  0.7722
C 4.128 -0.553 1.753  -0.6884
C 2.690 -0.303 1.452  0.3070
N 2.178 -0.159 0.285  -0.2260
N 2.904 -0.247 -0.878  -0.4208
C 2.283 -0.004 -2.058  0.3085
N 3.020 -0.137 -3.159  -0.7409
S 0.644 0.411 -2.159  0.0124
C 1.691 -0.225 2.543  0.1321
C 2.007 -0.448 3.866  -0.1857
C 0.993 -0.439 4.818  -0.1201
C -0.306 -0.216 4.409  -0.2025
C -0.555 0.016 3.063  0.0908
N 0.419 0.025 2.160  -0.4400
H 4.778 -0.521 0.883  0.2261
H 4.254 -1.525 2.232  0.2716
H 4.492 0.207 2.448  0.2734
H 3.885 -0.474 -0.828  0.4143
H 4.028 -0.159 -3.123  0.4177
H 2.614 0.158 -4.034  0.4384
H 3.034 -0.632 4.151  0.2451
H 1.219 -0.614 5.861  0.2555
H -1.125 -0.218 5.114  0.2584
H -1.551 0.208 2.687  0.2370
C 1.907 -4.031 -0.494  -0.4063
N 0.909 -3.808 -1.511  -0.4111
C 1.068 -4.328 -2.870  -0.2160
C -0.310 -4.081 -3.509  -0.2264
N -0.996 -3.328 -2.461  -0.5812
C -0.304 -3.262 -1.314  0.3381
S -0.890 -2.606 0.125  -0.3671
H 2.308 -5.039 -0.593  0.2229
H 1.447 -3.922 0.485  0.2452
H 2.737 -3.321 -0.584  0.1710
H 1.334 -5.384 -2.841  0.2206
H 1.864 -3.793 -3.394  0.1973
H -0.833 -5.011 -3.728  0.2194
H -0.240 -3.500 -4.426  0.2135
H -1.965 -3.071 -2.500  0.4285
C -3.538 4.356 -1.660  -0.6229
C -3.370 3.898 -0.218  -0.2140
N -2.339 2.856 -0.070  -0.3792
C -0.982 3.372 0.135  -0.2235
C -0.677 3.636 1.603  -0.6181
C -2.636 1.561 -0.110  0.5427
C -4.077 1.169 -0.311  -0.6801
N -1.766 0.584 0.047  -0.8247
H -4.377 5.047 -1.735  0.2418
H -3.732 3.513 -2.325  0.2085
H -2.647 4.872 -2.019  0.2177
H -4.311 3.551 0.198  0.2167
H -3.052 4.736 0.403  0.2180
H -0.901 4.291 -0.447  0.2184
H -0.267 2.669 -0.280  0.2107
H -1.472 4.214 2.076  0.2233
H 0.250 4.201 1.701  0.2320
H -0.568 2.698 2.150  0.1954
H -4.662 1.414 0.576  0.2520
H -4.156 0.100 -0.486  0.2381
H -4.516 1.693 -1.158  0.2501
H -2.205 -0.323 -0.066  0.4128

Properties
- LUMO energy: -0.243 Ha
- Spin multiplicity: 1
- Kohn-Sham gap: 6.3 eV
- Energy above the lowest of the compared OMol25 structures with the same formula, charge and spin: 5.8 kJ/mol
- Net charge: +2

=====

No. 4
Here is 7 unconnected molecules or ions with the total composition C18H32NO21S2 from the OMol25 dataset. Energies are from ωB97M-V/def2-TZVPD.

Each line ends with the Löwdin charge.
Positions of all 74 atoms, in Å:
N -34.274 -20.633 11.056  -0.5543
O -33.936 -21.597 10.378  -0.0452
O -34.310 -20.809 12.301  -0.0594
O -33.804 -19.519 10.687  -0.0850
O -33.178 -27.665 9.189  -0.2615
S -33.737 -26.532 8.528  0.5961
O -34.961 -25.889 8.805  -0.2556
O -32.516 -25.364 8.646  -0.2628
C -32.880 -24.126 9.213  -0.2784
C -31.547 -23.259 8.970  -0.0006
C -33.613 -26.882 6.940  -0.1590
H -33.266 -24.213 10.218  0.1085
H -33.752 -23.734 8.708  0.0859
H -31.551 -23.378 7.819  0.1106
H -30.760 -23.889 9.397  0.0840
H -31.680 -22.299 9.242  -0.0174
H -33.912 -26.083 6.306  0.0764
H -34.160 -27.744 6.609  0.0902
H -32.583 -27.160 6.898  0.0785
O -38.647 -23.541 11.742  -0.2712
S -38.636 -23.007 10.439  0.7002
O -39.627 -23.260 9.453  -0.2742
O -38.722 -21.216 10.587  -0.2262
C -38.088 -20.730 11.702  -0.3590
C -38.577 -19.268 11.836  -0.0736
C -37.079 -23.287 9.595  -0.0559
H -37.148 -21.074 11.915  0.0533
H -38.439 -21.285 12.658  0.1162
H -39.665 -19.009 11.973  0.0801
H -38.222 -18.535 11.093  0.0445
H -38.230 -18.805 12.916  0.1254
H -36.875 -24.296 9.503  0.0478
H -36.408 -22.892 10.302  0.0477
H -37.170 -22.870 8.706  0.0204
C -35.029 -20.659 7.402  -0.1466
C -33.524 -20.732 7.134  -0.1027
O -33.382 -21.798 6.212  0.0988
C -34.559 -22.319 6.020  -0.7032
O -34.832 -23.249 5.392  0.1909
O -35.478 -21.699 6.673  0.1119
H -35.255 -19.678 6.981  0.1331
H -35.181 -20.649 8.434  0.0884
H -33.019 -20.909 8.031  0.0615
H -32.980 -19.728 6.668  0.1857
C -37.287 -23.394 15.132  -0.1149
C -36.108 -23.312 14.078  -0.0011
O -35.606 -24.727 14.090  0.0835
C -36.348 -25.496 14.818  -0.6231
O -36.203 -26.707 14.926  0.1144
O -37.215 -24.749 15.475  0.0711
H -38.292 -22.972 14.740  0.1496
H -37.108 -22.740 15.884  0.0772
H -35.416 -22.651 14.394  0.0816
H -36.715 -23.201 13.090  0.1263
C -30.748 -18.986 11.701  -0.0267
C -30.793 -20.057 10.594  -0.1430
O -29.560 -19.943 9.907  0.0546
C -28.720 -19.162 10.714  -0.5689
O -27.585 -18.923 10.329  0.1055
O -29.301 -18.596 11.726  0.0845
H -31.109 -19.348 12.694  0.1457
H -31.307 -18.076 11.380  0.1250
H -31.533 -20.153 9.880  0.0854
H -30.774 -20.875 11.153  0.0832
C -35.456 -16.834 11.524  -0.1340
C -34.372 -16.140 10.648  -0.0627
O -34.784 -14.748 10.893  0.0302
C -35.908 -14.579 11.608  -0.4909
O -36.566 -13.522 11.661  0.0931
O -36.221 -15.817 12.170  0.0130
H -35.043 -17.352 12.328  0.0985
H -36.209 -17.423 10.761  0.1656
H -34.439 -16.394 9.528  0.1573
H -33.483 -16.366 11.093  0.0757

Properties
- LUMO energy: 0.076 Ha
- Spin multiplicity: 1
- Kohn-Sham gap: 9.0 eV
- Energy above the lowest of the compared OMol25 structures with the same formula, charge and spin: 51.9 kJ/mol
- Net charge: -1